Density functional theory data (wB97M-V/def2-TZVPD) for 7 unconnected molecules or ions with the total composition C45H44F16NO4S3.

Geometry (Å):
C 5.825 1.825 2.721
C 6.382 0.328 2.299
F 6.644 0.212 0.859
C 5.320 -0.810 2.847
S 3.966 -1.161 1.564
O 3.651 0.191 0.861
O 4.592 -2.112 0.504
N 2.517 -1.782 2.286
S 1.389 -2.342 1.080
O 1.125 -1.239 0.009
O 1.874 -3.588 0.320
C -0.287 -2.683 1.903
C -0.848 -1.233 2.379
C -2.100 -1.302 3.431
C -3.528 -1.689 2.738
C -4.824 -1.011 3.481
F -5.977 -1.939 3.575
F -4.391 -0.870 4.899
C -5.198 0.478 3.000
F -6.251 0.997 3.898
F -4.017 1.326 3.279
S -5.655 0.741 1.225
F -7.303 0.879 1.723
F -5.519 2.445 1.477
F -4.059 0.755 0.662
F -5.912 -0.888 0.873
F -6.165 1.104 -0.357
H 4.875 2.128 2.120
H 6.627 2.649 2.534
H 5.509 1.760 3.851
H 7.423 0.230 2.832
H 5.926 -1.763 3.124
H 4.879 -0.375 3.838
H -1.042 -3.104 1.124
H -0.150 -3.362 2.843
H 0.026 -0.706 2.970
H -1.141 -0.515 1.509
H -2.111 -0.259 3.976
H -1.875 -2.103 4.248
H -3.658 -2.850 2.908
H -3.535 -1.554 1.578
F -2.847 1.131 -6.787
C -3.239 1.219 -5.508
C -4.311 0.455 -5.067
C -4.715 0.542 -3.737
C -4.048 1.402 -2.863
C -2.975 2.169 -3.316
C -2.565 2.073 -4.644
H -4.823 -0.202 -5.763
H -5.548 -0.057 -3.380
H -4.366 1.473 -1.826
H -2.460 2.841 -2.635
H -1.727 2.656 -5.012
F 6.019 -5.690 0.914
C 5.361 -6.056 -0.195
C 5.644 -7.282 -0.783
C 4.956 -7.666 -1.933
C 4.002 -6.813 -2.489
C 3.729 -5.582 -1.893
C 4.408 -5.203 -0.737
H 6.395 -7.928 -0.342
H 5.164 -8.626 -2.396
H 3.469 -7.111 -3.388
H 2.988 -4.917 -2.329
H 4.202 -4.252 -0.257
F -2.317 8.688 -1.338
C -2.818 7.659 -2.036
C -1.959 6.843 -2.761
C -2.480 5.770 -3.483
C -3.855 5.533 -3.480
C -4.709 6.362 -2.754
C -4.187 7.428 -2.023
H -0.894 7.048 -2.757
H -1.816 5.121 -4.046
H -4.261 4.699 -4.047
H -5.780 6.178 -2.757
H -4.836 8.077 -1.445
F 4.793 3.624 1.171
C 3.669 4.040 0.569
C 2.784 3.101 0.054
C 1.613 3.533 -0.567
C 1.347 4.899 -0.676
C 2.245 5.832 -0.161
C 3.410 5.401 0.471
H 3.012 2.044 0.141
H 0.910 2.807 -0.966
H 0.435 5.234 -1.165
H 2.037 6.895 -0.250
H 4.115 6.113 0.885
F 3.258 1.729 4.449
C 2.003 1.987 4.840
C 1.170 2.732 4.015
C -0.137 2.996 4.418
C -0.594 2.521 5.649
C 0.252 1.779 6.472
C 1.556 1.505 6.064
H 1.545 3.099 3.065
H -0.799 3.570 3.776
H -1.612 2.731 5.965
H -0.104 1.414 7.432
H 2.224 0.922 6.687
F -2.295 -5.695 -2.826
C -1.359 -5.983 -3.742
C -0.357 -5.059 -4.008
C 0.619 -5.360 -4.956
C 0.575 -6.579 -5.635
C -0.439 -7.497 -5.364
C -1.408 -7.200 -4.408
H -0.344 -4.114 -3.476
H 1.411 -4.648 -5.166
H 1.334 -6.811 -6.378
H -0.473 -8.443 -5.897
H -2.198 -7.907 -4.178

For the HOMO-LUMO gap, the calculation gives 4.863 eV. The calculation puts the energy relative to the best compared isomer or geometry (same formula, charge and spin) at 549.6 kJ/mol. Its charge is -1. The lowest unoccupied orbital energy comes out at -0.76 eV. As for the multiplicity: 1.